Record 1
98
Properties=species:S:1:pos:R:3 method="wB97M-V/def2-TZVPD" charge=0 homo_lumo_gap_ev=8.67
C 1.455 1.691 3.176
C 0.996 0.950 4.220
C 0.075 -0.081 3.894
N -0.500 -0.939 4.745
S -1.472 -1.881 3.917
N -1.251 -1.314 2.404
C -0.380 -0.331 2.553
C 0.146 0.478 1.503
C 1.029 1.438 1.819
C 1.670 2.320 0.777
C 3.131 1.762 0.671
C 3.657 1.509 -0.763
O 4.072 2.597 0.087
H 2.165 2.495 3.349
H 1.333 1.110 5.237
H -0.116 0.360 0.456
H 1.230 2.197 -0.210
H 1.769 3.355 1.109
H 3.444 1.066 1.444
H 2.796 1.714 -1.382
H 4.082 0.535 -0.534
C 2.967 -2.157 3.167
C 4.135 -1.838 4.074
O 5.284 -2.288 3.347
S 5.023 -2.104 1.763
O 5.611 -0.880 1.343
O 5.279 -3.324 1.104
O 3.436 -1.880 1.847
H 2.698 -3.214 3.222
H 2.093 -1.551 3.387
H 4.067 -2.337 5.037
H 4.233 -0.760 4.230
C -4.713 0.287 0.385
C -4.139 0.317 1.781
O -4.664 1.518 2.364
S -6.130 1.805 1.768
O -7.097 1.330 2.687
O -6.156 3.138 1.277
O -6.051 0.787 0.527
H -4.166 0.957 -0.282
H -4.716 -0.712 -0.031
H -3.055 0.331 1.790
H -4.495 -0.534 2.369
C -2.222 -4.781 0.223
C -3.498 -5.376 -0.334
O -4.189 -4.262 -0.912
S -3.112 -3.212 -1.490
O -2.949 -3.416 -2.876
O -3.420 -1.931 -0.951
O -1.830 -3.796 -0.736
H -2.401 -4.278 1.177
H -1.435 -5.521 0.347
H -4.108 -5.848 0.431
H -3.289 -6.097 -1.128
C 0.966 0.285 -3.313
C 1.053 -0.242 -4.728
O 0.842 -1.654 -4.599
S -0.172 -1.939 -3.380
O -1.479 -2.113 -3.892
O 0.429 -2.889 -2.516
O -0.080 -0.482 -2.699
H 1.893 0.102 -2.763
H 0.727 1.345 -3.279
H 2.014 -0.040 -5.188
H 0.257 0.167 -5.356
C 4.786 3.961 -4.350
C 4.996 3.501 -5.776
O 4.873 2.072 -5.711
S 3.821 1.681 -4.574
O 2.556 1.444 -5.181
O 4.430 0.735 -3.712
O 3.761 3.097 -3.839
H 5.685 3.819 -3.746
H 4.471 5.000 -4.289
H 5.968 3.782 -6.170
H 4.213 3.880 -6.438
C 4.926 -3.642 -4.508
C 4.017 -2.574 -3.940
O 3.473 -3.160 -2.754
S 4.557 -4.143 -2.093
O 5.229 -3.454 -1.054
O 3.945 -5.404 -1.882
O 5.539 -4.246 -3.366
H 4.356 -4.410 -5.037
H 5.684 -3.233 -5.172
H 3.220 -2.296 -4.626
H 4.579 -1.681 -3.654
C -8.194 5.373 5.934
C -8.165 5.877 4.506
O -7.948 4.707 3.715
S -8.643 3.441 4.417
O -9.914 3.231 3.822
O -7.685 2.409 4.525
O -8.878 4.121 5.865
H -7.185 5.193 6.313
H -8.716 6.053 6.603
H -7.375 6.603 4.334
H -9.126 6.310 4.218

Record 2
17
Properties=species:S:1:pos:R:3 method="wB97M-V/def2-TZVPD" relative_energy_ev=0.6687 charge=0 homo_lumo_gap_ev=10.51 smiles="CC(C)C(N)=O.Cl"
C -0.392 0.749 -1.090
C -0.732 0.179 0.295
C -1.887 -0.847 0.341
C 0.633 -0.381 0.706
N 0.782 -1.683 1.078
O 1.656 0.342 0.641
H 0.052 -0.030 -1.681
H 0.356 1.462 -0.864
H -1.146 1.243 -1.652
H -0.870 0.990 1.118
H -2.179 -1.161 1.344
H -2.669 -0.186 -0.004
H -1.595 -1.616 -0.419
H 0.000 -2.249 1.458
H 1.655 -2.124 1.256
Cl 3.621 3.035 -1.424
H 2.714 2.278 -1.106

Record 3
41
Properties=species:S:1:pos:R:3 method="wB97M-V/def2-TZVPD" relative_energy_ev=0.3745 charge=0 homo_lumo_gap_ev=9.76 smiles="N[P@](=O)(OCCCCc1ccccc1)Oc1ccccc1Cl"
N 0.657 -0.876 -2.177
P -0.338 -0.288 -0.982
O -1.522 0.482 -1.361
O 0.749 0.461 -0.067
C 0.320 1.172 1.087
C -0.231 2.551 0.735
C 0.743 3.419 -0.062
C 1.888 4.017 0.766
C 2.906 3.006 1.211
C 3.660 2.307 0.275
C 4.590 1.367 0.676
C 4.791 1.116 2.024
C 4.058 1.816 2.965
C 3.123 2.754 2.560
O -0.662 -1.549 -0.011
C -1.915 -2.084 0.083
C -2.468 -2.275 1.342
C -3.724 -2.838 1.477
C -4.445 -3.206 0.353
C -3.905 -3.022 -0.907
C -2.641 -2.468 -1.041
Cl -1.930 -2.256 -2.584
H 1.621 -0.936 -1.890
H 0.547 -0.379 -3.046
H -0.451 0.595 1.608
H 1.204 1.245 1.724
H -0.513 3.053 1.663
H -1.130 2.403 0.135
H 1.149 2.822 -0.880
H 0.178 4.243 -0.503
H 1.470 4.527 1.637
H 2.392 4.768 0.150
H 3.517 2.504 -0.777
H 5.166 0.829 -0.063
H 5.518 0.382 2.338
H 4.212 1.632 4.019
H 2.551 3.294 3.302
H -1.895 -1.975 2.206
H -4.141 -2.982 2.462
H -5.429 -3.636 0.455
H -4.450 -3.307 -1.792

Record 4
58
Properties=species:S:1:pos:R:3 method="wB97M-V/def2-TZVPD" charge=0 homo_lumo_gap_ev=7.28 smiles="CC(=O)N(C)c1cccc2nsnc12.ClC(Cl)Cl.ClC(Cl)Cl.ClC(Cl)Cl.ClC(Cl)Cl.ClC(Cl)Cl.ClC(Cl)Cl.ClC(Cl)Cl"
C -1.163 -2.076 2.025
C -0.376 -0.664 1.895
O 0.890 -0.636 1.903
N -1.185 0.576 1.720
C -0.318 1.748 1.381
C -2.138 0.248 0.633
C -1.675 -0.048 -0.812
C -2.731 -0.427 -1.926
C -4.265 -0.499 -1.587
C -4.728 -0.198 -0.122
N -6.037 -0.182 0.493
S -5.827 0.277 2.147
N -4.132 0.465 2.316
C -3.665 0.179 0.980
H -2.071 -2.009 2.722
H -1.535 -2.406 0.983
H -0.445 -2.877 2.434
H 0.233 1.658 0.381
H -0.991 2.686 1.299
H 0.430 1.935 2.230
H -0.550 -0.024 -1.107
H -2.324 -0.646 -2.982
H -5.031 -0.749 -2.391
Cl 2.064 -2.385 -3.000
C 1.771 -0.714 -3.497
Cl 1.600 -0.608 -5.255
Cl 0.329 -0.071 -2.692
H 2.628 -0.112 -3.199
Cl 3.395 2.265 -4.654
C 2.649 3.621 -5.512
Cl 2.781 3.397 -7.262
Cl 0.956 3.802 -5.033
H 3.181 4.532 -5.242
Cl 2.686 1.541 5.107
C 1.671 0.114 5.362
Cl 2.171 -0.749 6.824
Cl -0.031 0.573 5.461
H 1.796 -0.552 4.510
Cl -2.331 1.348 -5.109
C -2.181 1.504 -6.866
Cl -3.640 2.231 -7.553
Cl -0.753 2.460 -7.285
H -2.062 0.508 -7.290
Cl -1.050 -3.619 -4.200
C -0.511 -5.291 -4.416
Cl -0.073 -5.590 -6.104
Cl 0.854 -5.649 -3.347
H -1.334 -5.953 -4.153
Cl 1.858 4.401 9.068
C 1.987 4.546 7.309
Cl 0.523 5.277 6.636
Cl 3.415 5.494 6.866
H 2.096 3.547 6.890
Cl 4.429 -4.958 4.744
C 4.634 -3.200 4.714
Cl 6.206 -2.769 4.025
Cl 3.325 -2.438 3.800
H 4.596 -2.833 5.738

Record 5
14
Properties=species:S:1:pos:R:3 method="wB97M-V/def2-TZVPD" relative_energy_ev=3.3102 charge=0 homo_lumo_gap_ev="6.31 / 7.44"
N 0.716 0.787 -1.939
N 1.867 1.385 0.486
N 1.659 -1.274 -0.076
Si -3.144 -0.784 1.195
Si 0.838 0.231 -0.295
H 0.024 0.362 -2.536
H 0.767 1.779 -2.112
H 2.271 1.107 1.365
H 1.575 2.347 0.529
H 2.659 -1.262 -0.236
H 1.256 -2.096 -0.496
H -3.964 -1.467 0.200
H -2.838 -1.629 2.338
H -3.685 0.514 1.577

Record 6
106
Properties=species:S:1:pos:R:3 method="wB97M-V/def2-TZVPD" charge=0 homo_lumo_gap_ev=8.08 smiles="CC(=O)NCCCCC1=CC(=O)C(C[C@H]2CO2)=C(CCCCCCCC[Si](C)(C)c2ccccc2)C1=O.c1ccccc1.c1ccccc1"
C 3.390 2.869 1.856
C 3.783 2.380 0.380
O 2.839 2.403 -0.481
N 5.095 1.880 -0.007
C 5.392 2.077 -1.456
C 4.791 0.889 -2.402
C 4.472 -0.348 -1.436
C 4.007 -1.694 -2.236
C 3.101 -2.504 -1.158
C 3.723 -2.966 0.048
C 2.717 -3.712 1.070
O 3.074 -4.708 1.740
C 1.252 -3.031 1.166
C 0.558 -2.875 2.592
C 0.342 -4.450 3.245
C 1.427 -4.838 4.455
O -0.111 -4.500 4.687
C 0.631 -2.553 -0.037
C -0.796 -1.831 -0.081
C -2.053 -2.834 -0.156
C -2.799 -2.908 1.267
C -4.406 -2.801 1.183
C -4.896 -2.052 2.521
C -4.656 -0.465 2.524
C -4.710 0.229 1.079
C -6.209 0.077 0.516
Si -6.413 0.528 -1.337
C -7.375 -0.953 -2.142
C -7.569 2.085 -1.398
C -4.773 0.756 -2.291
C -4.508 -0.096 -3.583
C -3.219 0.046 -4.455
C -2.105 1.074 -4.036
C -2.331 1.909 -2.754
C -3.626 1.746 -1.900
C 1.526 -2.766 -1.368
O 1.030 -3.135 -2.460
H 3.598 2.053 2.646
H 2.250 3.032 1.886
H 3.900 3.847 2.143
H 5.835 2.266 0.605
H 5.060 3.117 -1.817
H 6.542 1.999 -1.560
H 5.487 0.619 -3.266
H 3.783 1.209 -2.867
H 3.544 -0.061 -0.808
H 5.304 -0.604 -0.693
H 4.915 -2.317 -2.575
H 3.334 -1.440 -3.134
H 4.828 -2.788 0.282
H -0.475 -2.400 2.570
H 1.241 -2.337 3.351
H 0.018 -5.323 2.490
H 2.117 -3.956 4.662
H 1.621 -5.927 4.707
H -0.816 -1.175 -1.034
H -0.823 -1.103 0.803
H -2.744 -2.420 -0.982
H -1.752 -3.902 -0.483
H -2.458 -1.991 1.888
H -2.450 -3.850 1.837
H -4.792 -2.344 0.213
H -4.854 -3.867 1.231
H -4.322 -2.520 3.399
H -6.019 -2.236 2.703
H -3.616 -0.213 2.968
H -5.442 0.071 3.180
H -4.447 1.351 1.173
H -3.954 -0.221 0.335
H -6.634 -0.989 0.681
H -6.897 0.761 1.150
H -6.706 -1.877 -1.957
H -8.317 -1.137 -1.494
H -7.624 -0.786 -3.242
H -8.018 2.157 -2.445
H -6.985 3.042 -1.164
H -8.358 1.965 -0.572
H -5.289 -0.856 -3.909
H -3.095 -0.611 -5.390
H -1.176 1.150 -4.705
H -1.502 2.651 -2.465
H -3.719 2.386 -0.952
C 4.357 4.702 -4.580
C 5.042 4.858 -5.781
C 4.642 4.148 -6.909
C 3.558 3.278 -6.835
C 2.878 3.115 -5.631
C 3.276 3.828 -4.505
H 4.665 5.261 -3.703
H 5.889 5.534 -5.839
H 5.174 4.272 -7.846
H 3.244 2.726 -7.714
H 2.037 2.432 -5.571
H 2.745 3.703 -3.566
C 2.905 0.086 5.582
C 1.653 0.278 6.156
C 1.396 1.426 6.898
C 2.393 2.382 7.070
C 3.649 2.185 6.503
C 3.905 1.038 5.758
H 3.104 -0.807 4.998
H 0.875 -0.468 6.025
H 0.418 1.578 7.343
H 2.192 3.278 7.646
H 4.429 2.927 6.642
H 4.883 0.886 5.314